Formula: C23H29N5ReSSi
Source: OMol25
Level of theory: ωB97M-V/def2-TZVPD

Structure (XYZ):
```
60
Properties=species:S:1:pos:R:3:forces:R:3
Re -0.48575 1.29289 0.63822 -0.2649 -0.2805 -0.0753
S -2.85363 1.49092 0.13980 0.4024 0.0941 0.1139
Si -0.37702 -1.29220 1.96639 0.1394 -0.0557 0.1380
N 1.85255 1.50984 0.23283 -0.2442 -0.1874 0.2222
N -3.60145 0.15146 -2.01959 -0.0200 0.1006 -0.0137
N 2.21886 2.67926 0.04494 -0.0727 0.2498 -0.2066
N -3.60125 -1.08022 -0.09577 -0.0170 -0.1040 0.0258
N -0.42774 -0.61466 0.24914 0.0449 0.5499 -0.2790
C -0.37962 -3.13236 2.08140 0.0860 -0.1780 -0.0816
C -3.36625 0.04509 -0.72661 -0.0051 -0.0769 0.0331
C -0.48202 -2.61730 -1.18938 -0.0623 -0.1140 0.0582
C 2.95414 0.57151 0.21686 0.1207 -0.0983 0.1215
C -0.44964 -3.16956 -2.46308 -0.0086 -0.0319 0.0323
C -1.85620 -0.62503 2.90454 -0.1441 -0.0394 0.0058
C 4.24929 1.02219 0.48182 -0.1236 0.1506 0.1254
C 0.51987 5.92303 0.02605 0.0633 -0.0043 -0.0104
C 3.80673 -1.64632 -0.13447 0.0264 -0.0439 -0.0013
C -0.34288 -2.36307 -3.58643 0.0019 0.0510 -0.0393
C -1.15243 4.18488 0.01100 0.1229 -0.0602 -0.0083
C -4.09681 -2.29449 -0.74328 -0.0013 0.0437 -0.0022
C -0.26831 -0.98398 -3.42789 -0.0065 -0.0218 0.0057
C 1.53551 4.96260 0.00930 0.1051 0.2453 0.0214
C 5.30797 0.13588 0.44277 0.0317 -0.0361 -0.0046
C 5.09230 -1.20215 0.13260 0.0217 -0.0105 0.0015
C 1.09354 -0.52774 2.81858 0.1372 -0.0257 0.0057
C 2.73902 -0.76465 -0.08568 -0.1014 0.0176 -0.0949
C -0.42401 -1.23416 -1.02050 -0.0694 -0.0059 0.0990
C 1.19307 3.63202 0.02672 0.0468 -0.0406 0.1056
C -0.80860 5.53765 0.03876 0.0301 0.0180 0.0253
C -0.31351 -0.42939 -2.16106 0.0245 0.0776 0.0847
C -0.14695 3.21485 0.04971 -0.2146 -0.4076 -0.3857
H -2.77911 -1.18723 2.72464 0.0565 0.0545 0.0546
H -2.19706 3.91523 -0.04079 -0.0091 0.0247 -0.0221
H -0.23096 0.64749 -2.04381 0.0173 0.0823 -0.0441
H -3.42640 1.02808 -2.48373 0.0168 -0.0072 -0.0114
H -1.61569 -0.75698 3.96549 -0.0388 -0.0228 -0.0649
H 4.41345 2.06007 0.73191 0.0370 -0.0207 -0.0026
H -2.09093 0.43437 2.77669 -0.0234 0.0103 0.0638
H 2.58232 5.23914 -0.00142 -0.0421 0.0364 -0.0081
H 3.63180 -2.68394 -0.38955 -0.0015 0.0363 -0.0030
H -3.48347 -1.06505 0.90484 0.0007 -0.0001 -0.0255
H -0.30028 -2.80227 -4.57487 0.0004 0.0144 0.0467
H -4.00983 -0.59901 -2.55613 0.0095 -0.0101 -0.0205
H 0.77601 6.97471 0.01679 0.0050 -0.0380 0.0002
H 1.01453 -0.76357 3.88565 -0.0196 0.0038 -0.0736
H 1.14969 0.56738 2.75883 0.0164 -0.0153 0.0483
H -5.10202 -2.14058 -1.13956 0.0047 0.0177 0.0174
H 6.30799 0.48995 0.65648 -0.0368 -0.0034 0.0000
H -0.15834 -0.34078 -4.29210 -0.0100 -0.0130 0.0306
H -0.54814 -3.26955 -0.33157 0.0124 0.0105 -0.0725
H -4.13982 -3.08806 -0.00441 0.0014 -0.0017 0.0157
H -3.41914 -2.59858 -1.54251 0.0284 0.0079 0.0099
H 1.75346 -1.11658 -0.32279 -0.0321 -0.0436 -0.0278
H 5.92416 -1.89459 0.09846 -0.0321 0.0425 0.0073
H -0.49329 -4.24562 -2.57396 0.0014 0.0174 0.0141
H 0.52199 -3.58197 1.65894 -0.0695 -0.0006 0.0306
H -1.25719 -3.59170 1.62290 0.0305 -0.0034 0.0664
H 2.04130 -0.91879 2.44866 -0.0092 0.0295 0.0240
H -1.59110 6.28548 0.03891 0.0217 -0.0202 -0.0032
H -0.40268 -3.37379 3.15034 0.0149 0.0363 -0.0724
```
Positions in Å, forces in eV/Å.

Relative energy (zero: lowest compared OMol25 entry of this formula, charge and spin) = 38.6 kcal/mol
2S+1 = 4
Strongest force on any atom = 0.6 eV Å⁻¹
HOMO level (spin up / spin down) = -13.85 / -14.32 eV
Charge = +2

These are the Löwdin partial charges, in e, on atoms 1 to 4:
1. Re 1.33
2. S 0.72
3. Si 0.42
4. N -0.01



Formula: C36H97N3O11
Source: OMol25
Level of theory: ωB97M-V/def2-TZVPD

Structure (XYZ):
```
147
Properties=species:S:1:pos:R:3:forces:R:3
O 0.21380 -1.54766 2.91418 0.0717 -0.0173 -0.5133
O 0.99797 0.64258 -1.21987 -0.0873 1.0095 -0.4235
O 2.90650 -5.09366 -0.63159 1.6012 -0.1691 1.0124
O 4.53830 5.26048 0.58139 0.6823 -3.0385 1.5822
O 2.80805 -0.77843 2.07307 0.1376 0.5024 -0.7140
O 2.89029 -1.20806 -0.80199 -2.0898 -0.2888 -0.3993
O -4.94867 4.68456 0.00365 -0.0059 0.6428 1.6945
O -1.93258 0.11204 3.84816 0.4968 0.3010 0.4949
O -6.45421 -4.71003 1.95311 -1.5792 -0.0141 0.5487
O -0.12593 4.48417 -5.79628 -1.2212 1.7356 -1.9327
O -5.10427 0.03649 -0.61953 0.5077 1.0900 0.2611
N 1.22224 5.72549 -0.91900 -1.3077 1.1909 -0.4669
N 6.29999 -5.80356 0.77449 -0.1856 -1.1687 0.4460
N -5.58328 -2.24091 1.30167 -0.4201 0.4299 0.3353
C -2.69214 1.24000 3.34938 0.6255 -0.3140 -0.9640
C -3.33235 -2.62121 2.15895 0.1121 -1.2700 -0.5604
C 1.58581 3.03616 -6.68747 0.2357 0.1727 -0.8176
C 2.21993 4.89566 -0.37454 2.6510 -1.3488 0.5079
C 1.97040 -4.05088 -0.42265 0.0206 -0.5392 -0.2375
C 0.80556 -3.84693 2.90934 0.5702 -0.0902 -0.0008
C -3.83423 4.34630 -0.78833 -0.6812 0.3748 -2.0272
C 4.10105 1.27132 1.87445 -0.8054 -0.6268 0.0523
C 5.61692 6.07672 0.94922 -0.3261 0.3559 -1.6679
C -2.56839 5.16357 -0.48289 -1.1591 -0.4184 0.7106
C 0.19755 -2.70485 3.71510 -0.1551 -1.2028 -0.5747
C 3.96747 -5.15066 0.36952 -0.6026 0.8755 -0.9176
C -5.44379 -0.37654 -1.91226 0.3347 0.0013 -1.1057
C -0.62810 -0.98455 -0.59578 -0.8434 0.1001 0.5207
C 2.36106 0.91490 3.72035 0.3222 -1.2241 -0.0734
C -5.28288 -4.27275 2.56812 1.1268 0.7461 -1.0295
C -4.62437 -1.63326 -2.21621 0.7285 0.0989 0.1051
C 4.93046 -1.97097 -1.55187 1.5543 1.0049 -1.0934
C 2.74647 3.95245 -1.47651 -0.2502 0.0248 0.7257
C -1.66873 2.32028 2.88094 -0.2229 -0.9858 0.8776
C -0.27660 0.50067 -0.57353 2.1489 -0.3923 -1.6059
C 1.07060 3.83255 -5.54225 -1.1965 -1.8512 3.0514
C -4.33446 4.64846 -2.22241 0.5587 -1.2107 -0.0708
C 3.92353 -0.82613 -1.67480 0.6535 -0.0862 1.3403
C 0.59047 2.80594 -4.48292 1.3287 -0.7075 0.6341
C 5.21543 -5.84788 -0.18706 -0.6391 0.5154 -0.3427
C -4.59736 -3.27692 1.59029 0.0719 0.4650 0.5901
C 4.90721 -7.28082 -0.61704 0.4080 0.1106 -0.9075
C -1.16395 1.43914 -1.35723 -1.1323 -0.1245 0.8789
C 3.42405 -0.56581 -3.07057 -0.1781 -0.7641 -0.1020
C -3.51631 0.69454 2.21145 -0.3618 0.5950 -0.3352
C -5.16452 0.77964 -2.92638 -0.1278 -0.9353 0.9669
C 3.35423 5.81176 0.18788 -0.4793 1.3602 -1.4692
C 0.83379 -2.44441 5.04599 0.4054 -0.3807 0.5993
C 2.73673 0.63753 2.22512 1.0112 0.8734 2.1197
C -6.31339 -5.89569 1.22009 0.5485 -0.1158 0.0624
H -0.07618 2.04688 -4.89218 0.0696 0.1112 -0.4970
H 2.71320 -1.37007 -3.26020 -0.1016 -0.0036 -0.4975
H -4.06406 -0.19777 2.51452 0.0565 0.1622 0.0074
H 1.84362 -3.65526 2.63771 0.1664 0.0974 0.1345
H 1.30318 0.70483 3.87802 -0.1794 0.5276 -0.0065
H 2.43516 2.41319 -6.40708 0.1871 0.3078 0.1551
H 5.60328 -5.28606 -1.03679 -0.4690 0.0576 -0.3358
H 4.57030 -2.94138 -1.89348 -0.4505 0.0971 0.2827
H 1.76121 4.52714 -5.06402 0.5141 -0.0882 -0.3202
H -4.85648 -2.20200 -3.11663 -0.4480 0.0507 0.1055
H 5.42195 -2.02377 -0.58040 -0.5821 -0.1480 0.3693
H 3.11162 4.50777 -2.34044 0.1143 0.1588 0.1089
H 0.76266 -3.32236 5.68805 -0.1186 -0.1229 0.0369
H 0.28337 -4.02327 1.96896 -0.2324 0.2480 0.0909
H 2.70257 1.83620 4.19224 -0.2934 0.2694 -0.4720
H -7.22497 -6.20742 0.71025 -0.1289 0.5476 0.1110
H -5.26340 4.10545 -2.39653 -0.1626 0.0126 0.1498
H -5.55873 -3.68300 3.44230 -0.0487 -0.1465 0.2285
H 5.35506 6.86637 1.65347 0.0951 -0.2804 0.5145
H -5.20518 -0.74586 -0.07240 -0.1206 -0.3648 0.7835
H -1.10159 2.68455 3.73753 -0.4330 0.5178 0.1639
H 1.90033 -2.24237 4.94710 0.0186 0.2376 -0.1280
H -1.66442 -1.12304 -0.28764 -0.2161 -0.0503 0.1094
H 4.22470 0.13104 -1.24911 1.1718 0.0555 -0.1970
H 2.93190 0.39195 -3.23957 -0.0025 -0.0511 0.3636
H -3.64158 4.19379 -2.93043 0.2177 0.4645 -0.3780
H -4.25111 1.43213 1.88876 -0.0135 0.0506 -0.1950
H 0.77284 -4.78528 3.46299 0.0321 0.0231 0.1687
H 0.03575 3.19081 -3.62719 0.2365 0.6005 -0.0465
H -2.51020 -3.33587 2.19687 0.1020 -0.1692 -0.2641
H 5.90948 -6.28382 1.57259 0.5837 0.0085 0.6737
H 1.59433 -0.09225 -1.05865 0.2006 -0.5466 0.5359
H -0.86094 1.86998 2.30406 -0.3595 -0.3491 -0.4652
H 1.93140 1.11093 1.66348 0.1158 -0.2718 -0.7365
H 3.19989 -1.40252 0.08566 0.2249 0.3597 0.3720
H -4.60786 -5.07930 2.85434 -0.0637 -0.2774 0.0958
H 1.93597 3.30721 -1.81540 -0.0325 -0.0994 0.0071
H -3.44534 -2.34634 3.20765 -0.3352 0.5065 -0.0758
H -5.54859 3.93529 -0.01359 -0.0462 0.0268 0.0211
H 2.82705 0.11425 4.29474 0.3401 -0.0470 0.1038
H 3.66716 6.42322 -0.65846 -0.7011 0.7413 -0.4748
H -1.07099 1.40797 -2.44281 0.2230 -0.4078 0.1370
H 4.35694 -7.36468 -1.55420 -0.4877 0.6403 0.1008
H -3.56452 -1.39236 -2.29860 0.1477 0.4346 -0.1591
H -6.43688 -2.77599 1.22988 -0.5741 0.0388 -0.6724
H 4.27037 -0.64997 -3.75230 -0.0946 -0.0122 -0.1206
H 1.91390 -1.06115 2.27846 -0.5812 -0.5981 0.1360
H -3.02903 -1.80560 1.50254 0.0067 0.0320 0.4170
H -2.15031 3.10084 2.29195 0.0644 0.0594 0.2267
H 1.46218 2.28214 -4.09068 0.0093 -0.2797 0.3028
H -5.75788 -1.76715 2.17641 0.0898 0.6733 0.3136
H -5.23793 0.40651 -3.94790 -0.2153 0.1201 0.0015
H 3.52853 3.31334 -1.06660 0.0843 0.0093 -0.1261
H -4.54122 5.70144 -2.41361 0.3582 0.0003 0.1230
H -2.30178 5.02482 0.56486 0.2151 -0.0086 0.0368
H -4.14188 1.12619 -2.77738 0.0872 -0.0214 0.0620
H 6.61748 -4.88706 1.05615 -0.3286 0.1780 -0.1349
H -0.81585 -3.08135 3.85427 -0.5362 0.5300 0.2676
H -0.02280 -1.55399 0.10952 0.1766 0.1117 0.0362
H -3.38980 1.57545 4.11673 0.3457 0.3751 0.2821
H -2.86982 0.45415 1.36744 -0.0839 -0.0946 -0.0817
H 4.96618 0.70766 2.22363 -0.2594 -0.4450 0.2046
H -5.83299 1.62246 -2.75063 -0.0762 -0.0740 -0.1494
H -2.17878 1.16926 -1.06501 -0.4479 0.2473 -0.2507
H 3.61585 -5.50763 1.33752 -0.2434 -1.1809 -0.0199
H -1.01403 2.46926 -1.03400 0.1660 0.0738 -0.0222
H -0.54045 -1.46097 -1.57223 0.1742 0.3810 -0.2049
H -2.49164 -0.40395 4.43366 -0.0951 0.0028 0.0359
H -2.82066 6.21542 -0.61727 0.2195 0.0602 -0.1327
H 4.24420 -4.15213 0.70785 0.1936 0.6433 -0.6376
H -0.10481 0.87970 0.43390 -0.6334 -0.1976 0.4032
H -4.46008 -3.67722 0.58580 0.6629 -0.7356 0.2410
H 0.35162 -1.62150 5.57365 0.0286 0.1155 -0.1070
H 0.42718 5.11901 -1.06098 -0.3002 0.0304 -0.4325
H -4.62683 -2.25782 -1.32289 -0.4499 -0.4176 -0.1507
H 5.84397 -7.73938 -0.93375 0.1555 -0.4074 0.7573
H 1.02816 -4.52602 -0.14966 -0.2455 0.2758 0.1254
H 5.78773 -1.75379 -2.18907 0.1586 0.0292 -0.3537
H 1.76961 4.30602 0.42399 0.4493 -0.4484 0.4058
H -6.49886 -0.64545 -1.86109 -0.3228 0.0369 -0.6094
H 0.82526 2.31518 -6.98723 -0.1820 0.2504 -0.2717
H -3.71274 3.26741 -0.69175 0.6684 -0.1056 -0.0659
H -5.53062 -5.69439 0.48875 0.1549 -0.7276 -0.2541
H 4.16714 2.22389 2.40013 -0.0228 0.3251 -0.7231
H -1.73694 4.86348 -1.12065 -0.1831 0.0486 -0.0665
H -6.06525 -6.68933 1.92483 0.3744 -0.3109 -0.2305
H 2.95876 6.47443 0.95767 -0.3129 0.1677 0.2889
H 6.46945 5.43919 1.18343 -0.3525 0.0344 0.6745
H -0.53681 -1.00542 3.16748 -0.3391 0.6366 0.0412
H 5.93409 6.57989 0.03581 0.1875 0.5329 -0.2281
H 4.16479 1.29231 0.78652 0.2307 0.6377 0.0200
H 1.86234 -3.50594 -1.36045 -0.1195 0.0735 0.1426
H -0.23832 5.19454 -5.16041 -0.0072 -0.0296 -0.0222
H 2.30465 -3.36508 0.35584 -0.1767 0.0043 -0.0303
H 1.86060 3.69085 -7.51450 0.0271 -0.2101 -0.1977
H 0.90682 6.33774 -0.18025 -0.1832 0.5034 0.0610
H 4.31989 -7.84054 0.11088 0.4318 -0.1173 0.2425
```
Positions in Å, forces in eV/Å.

Relative energy (zero: lowest compared OMol25 entry of this formula, charge and spin) = 48.0 kcal/mol
2S+1 = 1
Strongest force on any atom = 3.8 eV Å⁻¹
HOMO level = -9.23 eV

These are the Löwdin partial charges, in e, on atoms 1 to 4:
1. O -0.06
2. O -0.09
3. O -0.18
4. O -0.20



Formula: C17H25N5O5PdSSe
Source: OMol25
Level of theory: ωB97M-V/def2-TZVPD

Structure (XYZ):
```
55
Properties=species:S:1:pos:R:3:forces:R:3
Pd 0.83039 1.26746 -1.44113 -0.0895 -0.0804 -0.3505
Se -1.76031 -0.10670 0.07945 -0.2339 -0.2470 -0.0182
S 0.24996 2.93390 -3.02645 -0.3496 0.0064 0.1096
O 2.44746 0.83476 -3.03113 0.1622 0.0295 -0.3220
O 1.14579 -1.97097 0.78811 -0.0052 -0.1310 -0.1846
O 0.85196 -0.83141 -1.13136 0.3210 -0.0579 0.6094
O 0.92316 1.18802 1.22124 0.0341 -0.0039 -0.0824
O 1.47634 2.93967 -0.07681 0.3746 -0.7141 -0.1134
N 3.38709 0.49608 -0.31882 0.7273 0.0095 0.3057
N -1.67205 4.30327 -1.77044 0.2868 0.1858 0.1725
N -2.26793 2.21898 -2.50611 -0.3413 0.0331 -0.0652
N -2.45988 -2.78500 0.61971 -0.0596 -0.2385 -0.0029
N -1.35105 -1.92326 2.27754 0.1141 -0.0067 0.3010
C -1.70632 -3.20711 2.65158 0.0782 0.2340 -0.0274
C 1.52080 -1.26380 -0.11000 0.0712 0.3125 -0.3250
C 3.76105 0.33404 -2.77555 -0.0859 -0.0097 0.0395
C 1.72372 1.92060 0.64720 0.0034 0.6426 0.6003
C 3.23840 1.43516 0.74768 -0.2313 0.1423 -0.0608
C -1.81011 -1.68311 1.04261 -0.1683 0.0514 -0.0208
C -3.68945 2.42156 -2.23211 0.0599 -0.0541 0.0885
C -1.35236 3.17568 -2.36528 0.1602 0.3120 -0.1592
C -1.47798 -3.91621 3.83194 0.0720 0.0400 0.0826
C 4.16949 0.95190 -1.47217 -0.0625 -0.0215 -0.0515
C -0.53992 -1.02561 3.09877 -0.0046 -0.0678 0.0063
C 3.09856 -0.88210 -0.08511 -0.6420 -0.0628 -0.1027
C -2.42814 -3.75820 1.59229 0.0001 0.0823 -0.0626
C -0.72905 5.40240 -1.49697 -0.0348 -0.0919 -0.0350
C -2.02178 -5.17538 3.90114 0.0194 0.0126 -0.0004
C -2.98090 -5.03708 1.66568 -0.0397 -0.0068 -0.1673
C -2.76892 -5.72422 2.83383 0.0166 -0.0691 0.0638
H -0.53949 -0.03466 2.65933 -0.0296 -0.0052 -0.0372
H -3.18560 -6.71644 2.94495 0.0256 0.0187 0.0017
H 2.17084 0.63578 -3.93264 -0.0923 -0.0473 -0.0359
H -0.36357 5.82928 -2.42610 -0.0395 0.0048 -0.0663
H 5.22651 0.75783 -1.26453 0.0194 -0.0744 0.0750
H -1.25596 6.16839 -0.93742 -0.0602 -0.0252 0.0094
H -4.09361 3.24233 -2.82837 0.0204 0.0118 0.0061
H -3.54989 -5.46221 0.84893 0.0233 0.0212 0.0390
H 4.46226 0.66863 -3.53805 -0.0233 0.0473 -0.1011
H 3.53805 -1.50299 -0.85750 0.1463 -0.0189 -0.0557
H 3.77020 -0.75444 -2.75529 -0.0617 -0.0739 -0.0383
H 3.36913 0.96648 1.71727 -0.0322 -0.1011 0.0339
H 3.90009 2.28532 0.61812 0.0321 0.0239 -0.0803
H 0.11343 5.03837 -0.91674 0.0106 -0.0590 0.0586
H -4.22080 1.51126 -2.49025 0.0016 -0.0108 0.0093
H 0.48058 -1.40042 3.13033 -0.0202 -0.0335 -0.0515
H -3.85603 2.62085 -1.17171 0.0096 -0.0180 -0.0115
H -1.87710 -5.76566 4.79566 -0.0140 0.0022 -0.0151
H -2.02076 1.49208 -3.15248 0.0769 -0.1809 -0.0877
H -0.95212 -0.99312 4.10352 -0.0978 0.0066 0.0079
H 4.03417 2.02817 -1.55927 0.0287 0.1077 0.1193
H -0.90427 -3.49565 4.64768 -0.0439 -0.0328 -0.0310
H 3.44388 -1.19033 0.89575 0.0610 0.0844 0.1197
H -2.60620 4.40084 -1.40385 -0.0626 0.0554 -0.0529
H -2.89175 -2.86299 -0.28669 -0.0311 0.0662 -0.0426
```
Positions in Å, forces in eV/Å.

Relative energy (zero: lowest compared OMol25 entry of this formula, charge and spin) = 18.8 kcal/mol
2S+1 = 5
Strongest force on any atom = 0.9 eV Å⁻¹
HOMO level (spin up / spin down) = -14.07 / -14.39 eV
Charge = +2

These are the Löwdin partial charges, in e, on atoms 1 to 4:
1. Pd 0.88
2. Se 0.98
3. S 0.74
4. O -0.16



Number 2 is which compound? C36H97N3O11



The lowest relative energy (zero: lowest compared OMol25 entry of this formula, charge and spin) belongs to which entry? C17H25N5O5PdSSe